Record 1
DFT (ωB97M-V/def2-TZVPD) results for one molecule with the formula C5H9NO.

XYZ file:
```
16
Properties=species:S:1:pos:R:3:forces:R:3:mulliken_charge:R:1
C 1.38920 0.74216 -0.02259 0.0 0.0 -0.1 -1.620
C 0.12608 -0.11793 0.13337 0.3 -0.4 -0.1 1.625
C 0.41661 -1.31123 1.06247 -0.1 0.1 0.1 -1.497
C -1.08627 0.90287 0.12518 0.1 0.1 0.4 -0.787
N -1.30565 0.51872 -1.26995 -0.2 0.0 0.0 -0.166
C -0.50586 -0.59714 -1.20205 0.0 -0.2 -0.2 0.069
O -0.45155 -1.61124 -1.85513 0.2 0.6 0.2 -0.620
H 2.26984 0.16026 -0.32620 -0.3 0.1 -0.1 0.361
H 1.62462 1.21267 0.94335 -0.1 -0.1 -0.2 0.358
H 1.17798 1.54266 -0.74225 0.3 -0.2 0.0 0.404
H 0.79280 -1.02923 2.05200 -0.2 0.2 -0.1 0.389
H 1.23451 -1.89767 0.60260 -0.5 0.3 0.0 0.331
H -0.43161 -1.99440 1.18972 0.1 0.3 -0.1 0.362
H -1.94627 0.70269 0.77510 0.2 -0.2 0.0 0.282
H -0.77679 1.95074 0.24226 -0.1 -0.3 0.1 0.304
H -2.08101 0.75773 -1.87408 0.1 -0.3 0.1 0.203
```
Forces are in eV/Å.

- HOMO energy (eV) = -9.64
- frontier orbital gap (eV) = 10.502
- 2S+1 = 1
- DFT total energy (Eh) = -325.899285

Record 2
DFT (ωB97M-V/def2-TZVPD) results for an isolated ion of composition C6H6N and charge +1 in a non-equilibrium geometry.

XYZ file:
```
13
Properties=species:S:1:pos:R:3:forces:R:3:mulliken_charge:R:1
C -0.07120 -0.42427 0.63950 -0.5 1.2 -0.7 0.065
C -1.32737 -0.24966 0.63492 -1.6 -0.4 0.0 0.558
C -2.52884 0.01042 0.25236 1.0 -0.2 0.6 0.194
C 1.08744 -0.23749 0.11731 0.5 -0.6 -0.2 0.061
C -3.71562 0.29616 -0.18715 -1.0 -2.4 2.4 -0.938
C 2.29296 -0.69360 -0.49763 0.1 -1.2 -2.1 -0.376
N 2.30696 0.55322 0.28072 0.3 2.3 1.6 -0.218
H -3.75617 0.97136 -0.96238 -0.6 1.3 -1.8 0.280
H -4.63016 -0.22826 0.26336 1.3 1.2 -0.7 0.247
H 2.80918 -1.52214 -0.07463 0.5 -0.4 0.6 0.263
H 2.43937 -0.70298 -1.61942 -0.1 0.8 1.4 0.253
H 2.45247 1.49429 -0.07057 -0.6 -0.1 -1.5 0.301
H 2.64098 0.73296 1.22360 0.5 -1.5 0.5 0.310
```
Forces are in eV/Å.

- HOMO energy (eV) = -13.14
- frontier orbital gap (eV) = 8.820
- 2S+1 = 1
- net charge = +1
- DFT total energy (Eh) = -286.508185

Record 3
DFT (ωB97M-V/def2-TZVPD) results for C3H6Br2O as an isolated structure in a non-equilibrium geometry.

XYZ file:
```
12
Properties=species:S:1:pos:R:3:forces:R:3:mulliken_charge:R:1
C 1.61589 1.15092 -1.01692 1.5 1.1 -4.3 -0.961
C -0.77665 -1.19629 1.87153 0.4 -2.0 2.0 -0.384
C -1.24256 -0.37642 -0.26229 -0.7 -0.4 -3.0 0.232
O -1.05753 -0.27652 0.98536 0.0 0.0 1.9 -0.157
Br -2.05582 1.15743 -1.07405 0.1 -0.4 0.4 -0.092
Br -1.82921 -2.06592 -1.03867 0.4 0.8 0.6 -0.143
H 2.21418 0.29815 -0.74694 -0.1 -0.8 -0.6 0.284
H 2.35200 1.91377 -1.54690 -1.4 -1.6 0.8 0.271
H 1.43914 1.59652 -0.12159 -1.4 1.5 2.5 0.308
H 0.71573 1.02986 -1.71777 1.5 -0.2 1.4 0.126
H -0.61483 -2.29080 1.73367 -0.4 1.2 -1.1 0.250
H -0.76035 -0.94070 2.93456 0.0 0.8 -0.8 0.267
```
Forces are in eV/Å.

- HOMO energy (alpha / beta) (eV) = -8.35 / -8.06
- frontier orbital gap (alpha / beta) (eV) = 8.049 / 7.801
- 2S+1 = 1
- DFT total energy (Eh) = -5341.007838

Record 4
DFT (ωB97M-V/def2-TZVPD) results for one molecule with the formula C5H7N3O3 in a non-equilibrium geometry.

XYZ file:
```
18
Properties=species:S:1:pos:R:3:forces:R:3:mulliken_charge:R:1
C -0.19245 1.21248 0.35105 -1.2 -1.7 0.5 0.086
C -1.56078 0.97349 -0.20671 -0.6 -1.4 -1.7 0.214
C -1.37034 -1.50078 0.29345 -0.8 0.0 -1.4 0.391
C 0.68129 -0.01478 0.20425 -1.0 -1.2 2.4 1.059
C 1.41792 -0.01035 -1.07726 0.2 2.1 -0.7 -1.389
N 0.05736 2.21008 1.06235 -0.7 0.2 0.3 -0.714
N -2.07400 -0.37410 -0.15301 4.1 1.9 1.7 -0.080
N -0.03266 -1.30075 0.35186 1.4 -0.2 -0.5 -0.189
O -2.16724 1.78418 -0.83079 -0.8 1.1 -0.1 -0.530
O -1.93261 -2.56731 0.39382 0.3 0.0 0.3 -0.620
O 1.51496 0.00532 1.37549 0.2 0.1 -0.9 -0.587
H 1.66916 -0.99374 -1.35547 0.8 -1.0 -0.5 0.394
H 2.23339 0.67303 -0.90224 1.0 -0.1 -0.2 0.477
H 0.92500 0.49990 -1.92506 -0.4 -0.5 0.5 0.322
H 0.85486 1.98680 1.64780 0.8 0.3 -0.3 0.318
H -3.00352 -0.50214 -0.31425 -3.0 -0.2 -0.5 0.177
H 0.57941 -2.09123 0.05112 -1.2 0.7 0.9 0.291
H 2.40024 0.00988 1.03360 1.0 0.0 0.2 0.380
```
Forces are in eV/Å.

- HOMO energy (eV) = -10.19
- frontier orbital gap (eV) = 10.321
- 2S+1 = 1
- DFT total energy (Eh) = -584.716583